[1]
The following is a quantum chemistry calculation of a molecular structure, C4H5N2 in a non-equilibrium geometry, from OMol25.

* HOMO: -13.96 eV
* energy above the lowest of the compared OMol25 structures with the same formula, charge and spin: 336.6 kJ/mol
* total charge: +1
* frontier orbital gap: 8.5 eV

Each line ends with the Löwdin charge.
Positions of all 11 atoms, in Å:
C1 2.293 0.348 -0.005  0.176
C2 -1.323 -0.818 0.008  -0.028
C3 -0.463 1.114 0.014  0.099
C4 0.074 -0.301 0.017  -0.199
N1 1.297 -0.406 0.011  0.172
N2 -1.673 0.610 -0.004  0.066
H1 2.787 0.577 -0.945  0.133
H2 2.839 0.559 0.908  0.131
H3 -1.620 -1.375 -0.885  0.142
H4 -1.628 -1.358 0.907  0.142
H5 -2.583 1.051 -0.028  0.165

[2]
The following is a quantum chemistry calculation of a molecular structure, C27H71N6O12V in a non-equilibrium geometry, from OMol25.

* HOMO: -8.66 eV
* energy above the lowest of the compared OMol25 structures with the same formula, charge and spin: 293.9 kJ/mol
* total charge: 0
* frontier orbital gap: 8.0 eV

Each line ends with the Löwdin charge.
Positions of all 117 atoms, in Å:
O1 -0.869 -1.330 -0.924  -0.324
V1 -0.879 0.218 -1.345  0.951
O2 0.589 0.820 -1.290  -0.300
O3 -4.470 1.984 -2.439  0.160
C1 -3.337 1.371 -2.082  -0.817
O4 -3.215 0.198 -1.651  -0.048
O5 -2.263 1.954 -2.194  -0.032
H1 -4.049 2.822 -2.646  0.118
C2 -0.260 0.493 1.932  -0.079
O6 -1.146 1.044 1.017  -0.245
C3 -2.393 1.385 1.582  -0.161
C4 -2.245 2.520 2.614  -0.212
N1 -3.543 3.097 2.903  -0.067
C5 -3.463 4.069 4.012  -0.186
C6 -4.835 4.515 4.517  -0.261
O7 -4.723 5.421 5.530  -0.168
C7 -5.926 5.928 5.979  -0.131
H2 -0.027 1.229 2.702  0.077
H3 0.612 0.212 1.341  0.075
H4 -0.576 -0.511 2.217  0.101
H5 -2.836 0.472 1.979  0.126
H6 -2.964 1.757 0.732  0.125
H7 -1.669 3.361 2.227  0.124
H8 -1.686 2.150 3.474  0.104
H9 -4.174 2.357 3.175  0.106
H10 -2.838 4.869 3.616  0.126
H11 -2.927 3.644 4.861  0.115
H12 -5.393 3.670 4.920  0.126
H13 -5.356 4.938 3.658  0.127
H14 -6.584 5.193 6.443  0.088
H15 -6.506 6.424 5.201  0.087
H16 -5.738 6.722 6.702  0.091
C8 1.613 -0.180 -4.136  -0.019
C9 0.123 0.294 -4.253  -0.378
C10 -0.319 0.471 -5.727  -0.158
O8 0.542 1.490 -6.373  -0.190
C11 0.572 1.354 -7.787  -0.114
N2 -0.765 -0.631 -3.527  0.055
H17 1.831 -0.342 -3.080  0.049
H18 2.338 0.470 -4.625  0.087
H19 1.660 -1.196 -4.527  0.072
H20 -0.128 1.275 -3.850  0.123
H21 -1.290 0.966 -5.750  0.119
H22 -0.528 -0.464 -6.246  0.123
H23 1.318 2.087 -8.094  0.089
H24 -0.380 1.687 -8.198  0.082
H25 0.798 0.347 -8.138  0.086
H26 -0.660 -1.576 -3.868  0.109
H27 -1.680 -0.359 -3.857  0.093
C12 3.036 -4.214 2.710  -0.081
C13 1.652 -3.855 2.178  -0.420
C14 1.842 -3.023 0.928  -0.173
O9 2.341 -1.698 1.238  -0.192
C15 2.940 -1.008 0.194  -0.122
N3 0.926 -5.133 2.004  0.040
H28 3.702 -4.838 2.113  0.075
H29 3.061 -4.770 3.647  0.070
H30 3.629 -3.309 2.838  0.073
H31 1.189 -3.188 2.904  0.125
H32 0.891 -2.936 0.404  0.109
H33 2.561 -3.521 0.278  0.118
H34 2.449 -1.061 -0.777  0.063
H35 3.933 -1.418 0.013  0.078
H36 2.926 0.042 0.486  0.088
H37 -0.061 -5.000 1.840  0.018
H38 0.907 -5.702 2.839  0.058
C16 -2.096 -3.644 4.607  -0.065
C17 -2.735 -4.138 3.351  -0.443
C18 -2.931 -3.072 2.284  -0.191
O10 -3.694 -3.581 1.196  -0.188
C19 -3.946 -2.660 0.141  -0.098
N4 -1.918 -5.265 2.908  0.035
H39 -1.151 -3.117 4.476  0.077
H40 -1.877 -4.488 5.261  0.077
H41 -2.778 -3.023 5.186  0.079
H42 -3.741 -4.536 3.487  0.137
H43 -1.936 -2.838 1.907  0.116
H44 -3.399 -2.133 2.580  0.123
H45 -4.364 -3.103 -0.762  0.086
H46 -3.038 -2.260 -0.311  0.052
H47 -4.672 -1.902 0.434  0.090
H48 -2.400 -5.542 2.066  0.079
H49 -2.008 -6.049 3.538  0.084
C20 0.828 4.203 -1.380  -0.066
C21 1.426 5.253 -0.431  -0.411
C22 2.026 4.764 0.883  -0.202
O11 0.999 4.279 1.740  -0.191
C23 1.503 3.539 2.867  -0.093
N5 2.519 5.857 -1.209  0.015
H50 0.476 4.652 -2.310  0.077
H51 -0.105 3.848 -0.942  0.066
H52 1.472 3.342 -1.558  0.072
H53 0.686 6.041 -0.289  0.137
H54 2.610 5.509 1.424  0.124
H55 2.733 3.959 0.680  0.123
H56 2.287 4.125 3.347  0.086
H57 1.970 2.581 2.637  0.078
H58 0.653 3.300 3.507  0.075
H59 3.220 5.133 -1.271  0.063
H60 2.129 5.981 -2.132  0.059
C24 5.512 -1.550 -3.790  -0.041
C25 5.321 -2.632 -2.647  -0.379
C26 4.026 -3.539 -2.823  -0.169
O12 2.874 -2.724 -2.646  -0.244
C27 1.636 -3.338 -2.828  -0.114
N6 6.487 -3.522 -2.804  0.012
H61 6.438 -1.001 -3.620  0.068
H62 4.657 -0.874 -3.799  0.056
H63 5.523 -2.075 -4.745  0.078
H64 5.329 -2.212 -1.641  0.112
H65 4.155 -4.315 -2.068  0.115
H66 3.987 -4.038 -3.791  0.120
H67 0.959 -2.552 -2.492  0.064
H68 1.512 -4.126 -2.085  0.090
H69 1.617 -3.737 -3.842  0.096
H70 7.264 -2.894 -2.951  0.056
H71 6.672 -3.938 -1.902  0.066

[3]
The following is a quantum chemistry calculation of 2 unconnected molecules or ions with the total composition C38H42F3N3O3 in a non-equilibrium geometry, from OMol25.

* HOMO: -6.43 eV
* energy above the lowest of the compared OMol25 structures with the same formula, charge and spin: 22.1 kJ/mol
* total charge: 0
* frontier orbital gap: 5.5 eV

Each line ends with the Löwdin charge.
Positions of all 89 atoms, in Å:
C1 -2.782 0.283 -3.957  -0.052
C2 -2.769 -0.679 -2.765  -0.368
C3 -3.313 -2.065 -3.125  -0.057
C4 -3.509 -0.098 -1.583  -0.132
C5 -4.859 0.184 -1.670  -0.029
C6 -5.538 0.712 -0.593  -0.053
C7 -4.869 0.969 0.585  -0.028
C8 -3.524 0.679 0.716  -0.127
C9 -2.782 0.950 2.007  -0.358
C10 -3.627 0.634 3.248  -0.067
C11 -2.246 2.382 2.039  -0.063
C12 -2.836 0.147 -0.381  -0.084
N1 -1.434 -0.177 -0.264  -0.030
N2 -1.002 -1.374 0.106  0.180
N3 0.308 -1.314 0.046  -0.019
C13 1.137 -2.437 0.419  -0.104
C14 1.516 -3.374 -0.549  -0.164
C15 1.017 -3.238 -1.969  -0.363
C16 0.111 -4.417 -2.332  -0.054
C17 2.170 -3.051 -2.966  -0.043
C18 2.356 -4.413 -0.193  -0.026
C19 2.824 -4.527 1.100  -0.046
C20 2.452 -3.602 2.054  -0.019
C21 1.595 -2.562 1.736  -0.124
C22 1.164 -1.551 2.776  -0.357
C23 2.177 -0.411 2.898  -0.033
C24 0.871 -2.208 4.131  -0.065
C25 0.805 -0.035 -0.343  -0.069
C26 2.180 0.373 -0.449  -0.151
C27 2.580 1.720 -0.352  -0.010
C28 3.903 2.077 -0.468  0.000
C29 4.870 1.109 -0.675  -0.124
C30 6.336 1.493 -0.785  -0.558
F1 7.059 0.391 -1.086  0.124
F2 6.463 2.418 -1.761  0.141
F3 6.731 1.999 0.404  0.141
C31 4.505 -0.221 -0.748  -0.001
C32 3.192 -0.583 -0.624  -0.019
C33 -0.369 0.713 -0.587  -0.248
C34 -0.503 1.950 -1.130  0.003
H1 -2.359 1.252 -3.690  0.075
H2 -2.208 -0.107 -4.798  0.080
H3 -3.799 0.463 -4.307  0.075
H4 -1.719 -0.807 -2.452  0.119
H5 -3.259 -2.741 -2.271  0.080
H6 -4.359 -2.008 -3.425  0.074
H7 -2.756 -2.518 -3.946  0.076
H8 -5.384 -0.015 -2.588  0.113
H9 -6.592 0.925 -0.673  0.107
H10 -5.406 1.394 1.415  0.108
H11 -1.918 0.264 2.017  0.121
H12 -4.052 -0.369 3.194  0.086
H13 -3.038 0.690 4.163  0.078
H14 -4.455 1.335 3.355  0.070
H15 -1.579 2.570 1.197  0.045
H16 -3.060 3.104 1.975  0.084
H17 -1.692 2.584 2.957  0.083
H18 0.400 -2.324 -2.006  0.122
H19 -0.715 -4.504 -1.625  0.083
H20 -0.311 -4.311 -3.333  0.077
H21 0.661 -5.358 -2.299  0.076
H22 2.733 -2.138 -2.770  0.067
H23 2.875 -3.880 -2.920  0.078
H24 1.806 -2.989 -3.991  0.082
H25 2.651 -5.131 -0.939  0.115
H26 3.483 -5.338 1.363  0.108
H27 2.837 -3.687 3.056  0.112
H28 0.214 -1.120 2.413  0.119
H29 2.297 0.117 1.953  0.057
H30 1.870 0.321 3.646  0.083
H31 3.159 -0.786 3.185  0.089
H32 0.193 -3.056 4.021  0.086
H33 1.782 -2.578 4.600  0.071
H34 0.410 -1.509 4.830  0.078
H35 1.852 2.476 -0.121  0.094
H36 4.203 3.110 -0.389  0.127
H37 5.268 -0.965 -0.901  0.121
H38 2.936 -1.622 -0.657  0.084
H39 0.340 2.504 -1.484  0.030
H40 -1.476 2.365 -1.292  0.040
C35 -0.261 5.245 1.490  0.054
C36 -1.360 5.978 1.581  0.060
C37 -1.081 7.271 0.958  -0.430
O1 -1.890 8.166 0.876  0.160
O2 0.206 7.261 0.507  0.167
C38 0.746 6.043 0.797  -0.427
O3 1.856 5.638 0.536  0.155
H41 -0.107 4.243 1.855  0.115
H42 -2.301 5.696 2.025  0.128